No. 1
The following is a quantum chemistry calculation of a cluster of 3 separate species, C13H26BrIN4O6PS2 in total, from the Open Molecules 2025 dataset.

Summary:
**Multiplicity**: 1
**Charge**: +1
**Kohn-Sham gap**: 8.324 eV
**E_HOMO**: -11.9 eV
**Maximum force**: 0.41 eV/A

Geometry as XYZ:
```
54
Properties=species:S:1:pos:R:3:nbo_charge:R:1
H -4.621 1.257 5.176 0.251
H 0.781 2.613 -0.728 0.242
C 6.376 -2.272 -3.309 -0.402
I 1.363 0.921 1.620 0.126
H -1.948 -1.778 4.666 0.258
H -3.294 -2.037 6.967 0.235
H -5.856 0.206 4.437 0.257
H -0.964 -0.633 0.577 0.225
H -0.480 -0.646 -5.331 0.431
C -1.572 2.135 -2.759 0.113
H -0.759 -1.719 -4.002 0.425
H -5.511 -1.524 6.040 0.215
H -0.869 2.207 1.395 0.248
S 5.430 -1.496 -0.939 2.169
C 4.543 -0.951 -2.396 -0.678
C -3.382 -1.221 6.253 -0.408
C -0.251 2.291 -0.613 -0.260
N -0.206 0.502 -2.408 -0.270
C -1.470 0.327 0.585 -0.672
Br 1.110 -0.533 -1.683 0.398
H -5.109 -0.155 7.066 0.234
H -0.885 3.172 -0.571 0.244
C 5.584 -0.970 -3.510 -0.408
H -2.120 0.407 -0.286 0.202
C -0.876 0.296 -3.570 0.551
C -4.892 0.230 4.939 -0.672
C -0.479 1.489 0.683 -0.339
H 3.754 -1.681 -2.579 0.224
C 6.727 -2.380 -1.819 -0.675
H 6.246 -0.108 -3.408 0.222
H 5.759 -3.123 -3.603 0.211
O -4.275 -0.943 2.614 -0.945
O -3.833 3.119 -3.255 -0.948
H 7.665 -1.884 -1.576 0.255
H -3.532 -2.598 4.569 0.245
C -4.819 -0.690 6.164 -0.403
O -1.879 4.514 -3.862 -0.969
H 4.125 0.031 -2.190 0.248
O 5.993 -0.341 -0.292 -0.936
C -3.016 -1.679 4.844 -0.670
N -0.656 -0.786 -4.353 -0.831
P -2.519 3.755 -2.570 1.345
N -0.679 1.664 -1.877 -0.155
S -3.653 -0.383 3.788 2.163
H 7.276 -2.294 -3.921 0.235
H -2.706 -0.424 6.570 0.219
H -4.620 3.625 -3.027 0.518
O -2.630 0.629 3.626 -0.970
H -2.081 0.346 1.480 0.286
H 5.122 -0.924 -4.494 0.226
H 6.745 -3.403 -1.453 0.259
O 4.592 -2.409 -0.203 -0.947
N -1.710 1.301 -3.789 -0.432
H -1.038 4.949 -3.684 0.508
```

=====

No. 2
The following is a quantum chemistry calculation of the ion C13H26IN4O3 with charge +1, from the Open Molecules 2025 dataset.

Summary:
**SMILES string**: CCCCCc1nnn([C@@H](I)CC)[n+]1COCOCCO
**Multiplicity**: 1
**Charge**: +1
**Kohn-Sham gap**: 9.009 eV
**E_HOMO**: -12.9 eV
**Maximum force**: 0.52 eV/A

Geometry as XYZ:
```
47
Properties=species:S:1:pos:R:3:nbo_charge:R:1
O -2.352 -1.708 1.536 -0.537
C -0.597 1.194 -3.758 -0.614
H -2.704 0.952 -1.988 0.256
C -2.226 -3.094 1.850 -0.103
N -0.883 1.596 -0.238 -0.136
O -2.392 -0.128 -0.080 -0.527
C 3.796 -1.380 0.868 -0.614
C -1.773 2.152 -3.550 -0.446
H 0.070 1.568 -4.528 0.247
H 2.434 0.082 2.626 0.195
C 2.116 1.418 0.965 -0.382
C 3.014 0.774 2.010 -0.394
N -0.312 3.648 0.066 -0.226
H -1.464 3.190 -3.663 0.235
H -2.975 -3.682 1.313 0.197
H -0.958 0.215 -4.076 0.222
H 4.639 -2.065 0.907 0.231
H -0.547 -0.331 -1.008 0.201
H 1.869 0.658 0.213 0.186
N -1.529 2.392 -1.109 0.040
H 3.430 -1.346 -0.158 0.198
H -2.448 -3.178 2.910 0.212
H -2.541 1.950 -4.295 0.246
C -2.646 -1.491 0.191 0.229
H 0.330 1.200 2.166 0.238
C -2.446 1.981 -2.195 -0.186
N -1.185 3.612 -0.904 0.076
H -3.703 -1.650 -0.028 0.189
C -0.118 2.405 0.491 0.433
H -2.026 -2.134 -0.448 0.146
C -1.031 0.147 -0.152 0.086
H -0.299 -3.870 2.446 0.181
I -4.228 3.135 -2.072 0.234
H -0.518 -0.149 0.764 0.225
C 4.183 0.019 1.368 -0.397
H 3.409 1.541 2.679 0.218
H 4.514 0.603 0.505 0.201
H 5.020 -0.034 2.059 0.222
C -0.846 -3.663 1.526 -0.092
H 2.998 -1.805 1.482 0.194
H 2.657 2.212 0.450 0.226
H 0.995 2.829 2.195 0.268
H -0.019 1.043 -2.845 0.180
C 0.811 1.967 1.556 -0.467
O -1.009 -4.852 0.768 -0.718
H -0.220 -5.011 0.241 0.479
H -0.291 -2.915 0.947 0.149
```

=====

No. 3
The following is a quantum chemistry calculation of a cluster of 2 separate species, C13H26IN4O4 in total in a non-equilibrium geometry, from the Open Molecules 2025 dataset.

Summary:
**Multiplicity**: 1
**Charge**: +1
**Kohn-Sham gap**: 7.663 eV
**E_HOMO**: -11.7 eV
**Maximum force**: 9.03 eV/A

Geometry as XYZ:
```
48
Properties=species:S:1:pos:R:3:nbo_charge:R:1
H -3.236 -2.908 -0.131 0.490
H -1.986 5.410 -0.349 0.222
H 3.642 -1.457 -2.468 0.234
N -2.042 -3.922 -2.228 -0.405
C -0.229 -1.108 4.284 0.781
I 4.313 1.130 -1.739 0.077
O 0.327 -0.562 3.001 -0.560
O -1.250 -0.541 4.953 -0.540
H -2.501 -1.049 1.243 0.216
H 0.404 -1.892 1.206 0.202
H 2.073 -2.223 -0.320 0.228
C -1.497 -0.450 1.189 -0.464
O 0.605 3.279 -0.554 -0.748
H 1.374 -0.523 -2.572 0.230
H -2.891 -4.527 -2.293 0.472
H -0.622 5.247 0.782 0.207
H 1.158 3.767 0.078 0.475
C -0.560 -2.008 -1.664 0.610
H -0.345 6.017 -2.255 0.220
H 1.560 -2.547 4.736 0.244
H -0.609 1.198 -0.221 0.293
H -0.924 -2.227 2.500 0.192
H 1.260 0.878 -1.316 0.295
H -0.973 3.626 -1.801 0.171
C 3.820 -1.013 -1.396 -0.520
N -0.213 -0.798 -1.117 -0.421
C -1.097 0.115 -0.297 -0.255
H -0.185 -3.460 4.640 0.247
H -1.654 0.513 1.878 0.277
C -1.226 4.721 0.034 -0.631
C -0.705 -4.185 -2.901 0.249
C 0.366 5.310 -1.817 -0.632
O -3.057 -2.349 -0.950 -0.494
H -1.729 3.900 0.556 0.208
C 2.380 -1.104 -0.600 -0.464
H 0.999 4.909 -2.615 0.220
H -2.113 0.234 -0.911 0.232
H 0.278 -2.464 6.173 0.274
C 0.404 -2.487 4.987 -0.744
H -0.427 -5.113 -3.572 0.297
N -1.903 -2.691 -1.548 0.054
C -0.345 -1.355 1.925 -0.093
C -0.355 4.186 -1.091 0.093
H 4.728 -1.470 -0.818 0.258
N 0.197 -2.997 -2.527 -0.483
H 1.027 5.857 -1.135 0.205
H 2.555 -0.573 0.455 0.234
C 1.207 -0.294 -1.413 -0.256
```

=====

No. 4
The following is a quantum chemistry calculation of a structure of composition C13H26N3RuS4Se in a non-equilibrium geometry, from the Open Molecules 2025 dataset.

Summary:
**Multiplicity**: 2
**Charge**: +2
**Energy relative to the best compared isomer or geometry (same formula, charge and spin)**: 24.7 kcal/mol
**Kohn-Sham gap (alpha / beta)**: 6.838 / 7.417 eV
**E_HOMO (alpha / beta)**: -14.4 / -14.7 eV
**Maximum force**: 1.52 eV/A

Geometry as XYZ:
```
48
Properties=species:S:1:pos:R:3:nbo_charge:R:1
H -1.426 -1.757 -3.315 0.260
S -0.200 0.134 -2.818 0.414
C -0.374 4.163 -0.545 -0.039
C 2.599 -0.014 -2.427 -0.519
C 1.561 -2.658 0.113 -0.548
H -3.691 -0.445 1.211 0.234
H -1.732 3.576 1.964 0.293
C -1.824 -0.639 2.232 -0.246
H -3.563 1.911 1.288 0.235
H -2.468 -1.362 0.330 0.222
H 0.011 -0.226 3.945 0.228
C -0.347 -1.597 -3.304 -0.553
C 0.879 1.387 2.783 -0.570
H 0.012 -1.681 -4.331 0.273
H 1.811 -3.690 -0.138 0.273
H -2.673 0.650 -0.705 0.420
H -2.084 -1.589 2.703 0.239
H 1.359 -2.636 1.184 0.230
H 1.411 -2.629 -2.542 0.229
Ru -0.092 0.474 -0.275 0.234
C 2.731 -1.742 -0.227 -0.546
H -2.656 2.724 0.028 0.253
H 1.466 1.720 -2.952 0.277
H 1.650 0.559 -4.259 0.270
S 0.130 2.248 1.392 0.563
N -2.207 0.699 0.196 -0.543
H 1.942 1.468 2.554 0.261
C 0.488 -0.077 2.975 -0.243
C -2.577 1.991 0.824 -0.256
S -0.014 -2.275 -0.664 0.309
C 0.332 -2.613 -2.405 -0.538
C 1.488 0.658 -3.184 -0.565
H 0.699 1.995 3.670 0.268
H -1.734 2.068 2.858 0.237
Se -0.523 2.719 -1.662 0.123
S 2.380 0.011 -0.603 0.395
H 3.407 -1.721 0.627 0.266
H 1.405 -0.666 2.979 0.223
N -0.384 -0.576 1.900 -0.609
C -1.599 2.499 1.870 -0.571
H 3.522 0.526 -2.638 0.272
H -0.054 -3.608 -2.625 0.271
H 3.307 -2.114 -1.072 0.250
C -2.627 -0.493 0.967 -0.241
H -0.097 -1.523 1.694 0.394
H 2.748 -1.048 -2.726 0.226
N -0.329 5.058 0.181 -0.270
H -2.062 0.142 2.948 0.214
```

=====

No. 5
The following is a quantum chemistry calculation of a structure of composition C13H26NO6W, from the Open Molecules 2025 dataset.

Summary:
**Multiplicity**: 3
**Charge**: +3
**Kohn-Sham gap (alpha / beta)**: 8.613 / 9.529 eV
**E_HOMO (alpha / beta)**: -18.7 / -20.2 eV
**Maximum force**: 0.80 eV/A

Geometry as XYZ:
```
47
Properties=species:S:1:pos:R:3:nbo_charge:R:1
N -4.332 -0.044 1.264 -0.677
H 0.526 1.701 -3.299 0.267
W -0.253 0.075 0.235 2.060
O -0.494 0.489 -1.904 -0.574
H -4.528 -1.014 1.484 0.448
H 2.255 -0.999 3.223 0.257
C -3.148 0.336 0.891 0.718
C 0.719 1.189 -2.359 -0.095
H -1.248 1.780 2.050 0.230
H -0.895 2.802 0.673 0.242
H 1.503 0.446 -2.498 0.216
O 1.734 -1.223 -0.097 -0.570
C 1.676 -1.104 2.307 -0.094
C -1.299 1.830 0.959 -0.805
C 1.574 -2.444 -0.868 -0.096
H 3.078 1.795 0.849 0.235
H -1.601 -2.622 -2.457 0.259
H -0.085 -3.748 -1.319 0.251
H 0.038 -0.989 -3.272 0.214
H -5.085 0.623 1.375 0.450
C -2.780 1.740 0.572 -0.503
H 0.359 2.945 -1.143 0.234
H -2.935 1.885 -0.502 0.261
C 0.196 -2.970 -0.611 -0.092
O -2.201 -0.527 0.773 -0.715
H 0.761 2.014 2.815 0.244
H -1.558 -0.255 -3.543 0.259
O 1.260 1.415 -0.054 -0.585
H 2.065 2.647 -1.560 0.266
H 2.323 1.238 3.062 0.254
H 3.067 -2.251 1.161 0.252
O -0.731 -1.850 -0.719 -0.564
H 1.866 3.076 1.058 0.249
C 1.116 2.181 -1.302 -0.091
C 2.031 2.000 1.052 -0.094
H 0.967 -1.918 2.435 0.229
H 3.309 -0.515 1.018 0.220
C 1.511 1.384 2.354 -0.104
H 2.330 -3.178 -0.593 0.250
H 0.080 -3.358 0.398 0.228
C -0.868 -0.627 -2.788 -0.097
H 1.725 -2.175 -1.911 0.215
O 0.851 0.094 2.124 -0.559
H -2.509 -1.376 -1.598 0.233
H -3.404 2.469 1.088 0.277
C -1.520 -1.675 -1.927 -0.097
C 2.554 -1.293 1.103 -0.106
```